1 | DFT (wB97M-V/def2-TZVPD) results for an isolated molecule of C19H21N3O4S.

Results
Gap between HOMO and LUMO, hartree: 0.31573
SMILES: COCCNS(=O)(=O)c1cc(-c2nn(C)c(=O)c3ccccc23)ccc1C
E_HOMO, eV: -8.52
LUMO, eV: 0.1

The geometry in ORCA input format:
```
! RIJCOSX wB97M-V def2-TZVPD def2/J DEFGRID3
* xyz 0 1
C 2.1336 1.7077 -3.4685
O 0.9852 1.0294 -3.9172
C -0.1034 1.0746 -3.0305
C -0.8046 2.4406 -2.9581
N -0.1503 3.3308 -2.0134
S -0.7237 3.2456 -0.4256
O -0.4787 4.5335 0.1562
O -2.0683 2.7399 -0.4211
C 0.3480 2.0076 0.2930
C -0.2515 0.8302 0.6910
C 0.5183 -0.2036 1.2166
C -0.0901 -1.4632 1.6687
N 0.3396 -1.9089 2.8072
N -0.1666 -3.0055 3.3488
C 0.3927 -3.3918 4.6250
C -1.1954 -3.7639 2.8218
O -1.6248 -4.7277 3.4291
C -1.6615 -3.3094 1.5106
C -2.6479 -4.0406 0.8464
C -3.0604 -3.6595 -0.4094
C -2.4730 -2.5569 -1.0277
C -1.5033 -1.8220 -0.3845
C -1.0979 -2.1673 0.9112
C 1.8901 0.0009 1.3570
C 2.4721 1.1914 0.9668
C 1.7146 2.2241 0.4185
C 2.3386 3.5084 -0.0108
H 2.9063 1.5185 -4.2116
H 2.4592 1.3239 -2.4936
H 1.9596 2.7849 -3.3870
H 0.2150 0.7797 -2.0202
H -0.8088 0.3357 -3.4187
H -1.8430 2.2842 -2.6437
H -0.7956 2.8889 -3.9530
H -0.1627 4.2997 -2.2947
H -1.3241 0.7552 0.6049
H 0.9246 -4.3392 4.5270
H -0.4119 -3.5248 5.3483
H 1.0727 -2.6075 4.9453
H -3.0598 -4.9050 1.3445
H -3.8255 -4.2203 -0.9243
H -2.7795 -2.2781 -2.0251
H -1.0424 -0.9852 -0.8852
H 2.4921 -0.7885 1.7792
H 3.5368 1.3283 1.0873
H 2.3110 3.5933 -1.0958
H 3.3714 3.5667 0.3232
H 1.7729 4.3452 0.3921
*
```

---

2 | DFT (wB97M-V/def2-TZVPD) results for a structure of composition C19H21N3O4S.

Results
Gap between HOMO and LUMO, hartree: 0.28708
E_HOMO, eV: -7.49
LUMO, eV: 0.3

The geometry in ORCA input format:
```
! RIJCOSX wB97M-V def2-TZVPD def2/J DEFGRID3
* xyz 0 1
C 4.1995 3.0275 4.1028
C 3.0947 3.6061 3.2795
H 2.6593 4.3889 3.8681
H 3.4639 3.9438 2.3661
O 2.2215 2.7569 3.2376
C 2.0486 2.0181 2.2882
O 2.8893 2.0902 1.4627
C 0.8876 0.9704 2.3444
C 0.5322 -0.0156 1.5110
C -0.7203 -0.5441 1.7708
C -1.4063 -0.1114 3.1536
N -2.2846 -0.6088 3.8374
C -2.6429 -1.5827 3.1163
N -2.6176 -2.1629 2.0167
C -1.4573 -1.6743 1.3022
N -1.4392 -2.0191 0.0892
C -1.0445 -1.3735 -1.2497
C -1.2805 -0.0226 -1.3080
C -1.0704 0.3099 -2.5973
C -0.7197 -0.2239 -3.6159
C -0.4089 -1.7397 -3.4400
C -0.8909 -2.1589 -2.1306
H -0.7523 -3.3494 -2.1293
O -0.2593 -2.4752 -4.3887
C 0.2714 -2.4826 -5.6571
H -0.6137 -1.7669 -6.3380
H 0.6365 -3.0265 -6.3291
H 0.9979 -1.6643 -5.7212
O -0.3844 0.3925 -4.8246
C -0.4860 1.7217 -5.0742
H -1.5373 1.8971 -4.8096
H 0.3311 2.1192 -4.3182
H -0.2389 1.8407 -6.0733
H -1.0273 1.5841 -2.6557
H -1.5475 0.5430 -0.4845
H -2.0890 -3.1255 -0.0188
C -3.8306 -2.3966 3.9637
H -4.9339 -2.3531 3.2767
H -4.3248 -1.5880 4.7667
H -3.6791 -3.1269 4.5677
S -0.3728 1.4394 3.4940
C 1.1738 -0.2271 0.4545
H 1.1612 0.2090 -0.5142
H 1.3132 -1.3514 0.1450
H 2.4164 -0.2622 0.7094
H 4.6599 2.1160 3.4165
H 5.1111 3.7615 4.1814
H 3.9907 2.6970 4.9559
*
```

---

Which of them is most stable? Easy: 1.